Formula: FHN2O2S
Source: the Open Molecules 2025 dataset
Level of theory: ωB97M-V/def2-TZVPD

Results
- Frontier orbital gap: 0.37139 hartree
- E_LUMO: -0.30 eV
- E_HOMO: -10.40 eV
- Max |F|: 3.09 eV/Å
- Electronic energy: -758.39503 Ha
- SMILES: [O-]/[N+](=N\F)OS
- Spin multiplicity: 1
- ΔE to the lowest compared entry with this formula, charge and spin: 385.6 kJ/mol

Last column: natural (NBO) charge in e.
Positions of all 7 atoms, in Å:
O  0.959  -1.491  -0.722  -0.33
N  0.485  -0.581  -0.100  0.49
N  0.903  0.384  0.590  0.11
F  2.277  0.314  0.777  -0.21
O  -0.971  -0.613  0.134  -0.51
S  -1.940  0.408  -0.794  0.32
H  -1.713  1.579  0.115  0.13